The following is a quantum chemistry calculation of a molecular structure, C2F3KNO6S2 at a distorted geometry, from the Open Molecules 2025 dataset.

Geometry (Å):
N (-1.120, 0.613, 0.045)
S (-0.034, 1.847, -0.276)
O (1.208, 1.720, 0.596)
S (-0.737, -0.794, 0.610)
O (0.711, -1.129, 0.622)
O (-1.620, -1.848, 0.100)
C (-1.171, -0.749, 2.426)
F (-0.415, 0.130, 3.068)
F (-2.445, -0.412, 2.576)
F (-0.978, -1.949, 2.961)
O (0.737, 0.917, -4.366)
C (0.955, 0.372, -3.334)
O (1.729, -0.378, -2.790)
O (0.509, 1.552, -1.744)
K (2.671, 0.109, -0.494)

Properties
HOMO level = -4.8093 eV
energy above the lowest of the compared OMol25 structures with the same formula, charge and spin = 7.5 kcal/mol
net charge = -1
2S+1 = 1
largest force on an atom = 3.8 eV/Å
orbital gap = 6.8 eV

=====

The following is a quantum chemistry calculation of 2 unconnected molecules or ions with the total composition C2F3N2O6S2 at a distorted geometry, from the Open Molecules 2025 dataset.

Geometry (Å):
O (0.515, -2.426, 2.539)
S (0.117, -1.378, 1.651)
O (-1.420, -1.792, 1.270)
N (-2.231, -0.681, 0.804)
C (-2.001, 0.425, 1.331)
S (-1.872, 1.937, 1.563)
O (0.939, -1.762, 0.219)
C (1.857, -0.835, -0.233)
F (3.073, -1.376, -0.139)
F (1.610, -0.539, -1.494)
F (1.859, 0.307, 0.464)
N (-0.609, 2.030, -1.998)
O (-1.051, 0.978, -1.479)
O (-0.953, 3.139, -1.529)
O (0.167, 1.972, -2.968)

Properties
HOMO level = -4.5403 eV
net charge = -1
2S+1 = 1
largest force on an atom = 1.3 eV/Å
orbital gap = 6.3 eV

=====

The following is a quantum chemistry calculation of C2F3NO in the gas phase at a distorted geometry, from the Open Molecules 2025 dataset.

Geometry (Å):
C (-1.453, -0.330, -0.027)
C (0.216, -0.114, -0.107)
N (-2.557, -0.560, -0.008)
O (0.631, 1.041, 0.545)
F (0.671, -1.173, 0.451)
F (0.470, -0.104, -1.442)
F (2.021, 1.241, 0.587)

Properties
HOMO level = -13.3396 eV
energy above the lowest of the compared OMol25 structures with the same formula, charge and spin = 111.1 kcal/mol
2S+1 = 1
largest force on an atom = 6.1 eV/Å
SMILES = N#CC(F)(F)OF
orbital gap = 12.4 eV

=====

The following is a quantum chemistry calculation of a molecular structure, C2F3NO3RuS2 at a distorted geometry, from the Open Molecules 2025 dataset.

Geometry (Å):
N (0.432, -0.936, 1.704)
S (-0.230, -2.416, 1.008)
S (0.149, 0.394, 0.947)
C (-1.754, 0.662, 0.785)
F (-2.340, 0.105, -0.269)
F (-2.356, 0.218, 1.885)
F (-1.958, 1.984, 0.711)
O (2.888, 1.501, -1.114)
C (2.348, 0.549, -1.546)
O (2.408, -0.520, -2.079)
O (0.363, 0.182, -0.664)
Ru (0.051, -1.722, -1.368)

Properties
HOMO level (spin up / spin down) = -6.8769 / -10.0267 eV
⟨S²⟩ = 12.012
2S+1 = 7
largest force on an atom = 4.5 eV/Å
orbital gap (spin up / spin down) = 7.0 / 7.0 eV

=====

The following is a quantum chemistry calculation of a molecular structure, C2F3NO5S2Sr at a distorted geometry, from the Open Molecules 2025 dataset.

Geometry (Å):
N (1.358, 1.145, 0.307)
S (0.401, 1.880, -0.667)
O (0.107, 3.229, -0.187)
S (1.653, -0.495, -0.154)
O (1.388, -1.308, 1.062)
C (3.522, -0.257, -0.147)
F (3.869, 0.634, -1.057)
F (3.951, 0.119, 1.040)
F (4.055, -1.431, -0.452)
O (-3.720, -0.819, 1.860)
C (-3.860, -0.591, 0.620)
O (-2.778, -0.450, -0.008)
O (-4.969, -0.777, 0.031)
Sr (-4.978, -0.879, -2.248)

Properties
HOMO level (spin up / spin down) = -12.1428 / -12.1429 eV
net charge = +1
⟨S²⟩ = 0.756
2S+1 = 2
largest force on an atom = 2.7 eV/Å
orbital gap (spin up / spin down) = 5.8 / 5.8 eV

=====

The following is a quantum chemistry calculation of a molecular structure, C2F5N at a distorted geometry, from the Open Molecules 2025 dataset.

Geometry (Å):
C (-0.835, -0.029, -0.109)
C (0.666, -0.488, -0.159)
N (0.206, 0.551, 0.619)
F (-1.792, -0.586, 0.597)
F (-1.426, 0.400, -1.174)
F (1.201, -1.466, 0.573)
F (1.341, -0.552, -1.303)
F (0.638, 2.169, 0.956)

Properties
HOMO level = -12.1475 eV
energy above the lowest of the compared OMol25 structures with the same formula, charge and spin = 115.0 kcal/mol
2S+1 = 1
largest force on an atom = 4.0 eV/Å
orbital gap = 9.9 eV

=====

The following is a quantum chemistry calculation of 2 unconnected molecules or ions with the total composition C2F5N3O4 at a distorted geometry, from the Open Molecules 2025 dataset.

Geometry (Å):
C (-0.814, -0.089, 0.505)
C (1.369, 0.747, -0.407)
N (-1.754, 1.078, 0.277)
N (-0.971, -1.347, -0.221)
N (2.343, -0.256, -0.130)
O (-1.722, 1.812, 1.219)
O (-2.311, 1.164, -0.748)
O (-1.159, -1.221, -1.378)
O (-0.832, -2.369, 0.388)
F (-0.635, -0.275, 1.835)
F (1.542, 1.832, 0.245)
F (1.339, 0.921, -1.707)
F (2.058, -1.403, -0.816)
F (2.402, -0.583, 1.196)

Properties
HOMO level (spin up / spin down) = -10.5773 / -10.7203 eV
energy above the lowest of the compared OMol25 structures with the same formula, charge and spin = 0.0 kcal/mol
2S+1 = 1
largest force on an atom = 3.5 eV/Å
orbital gap (spin up / spin down) = 7.9 / 8.3 eV

=====

The following is a quantum chemistry calculation of a molecular structure, C2F5NO4S2Sn at a distorted geometry, from the Open Molecules 2025 dataset.

Geometry (Å):
Sn (0.180, -2.933, -0.307)
N (0.124, 0.228, -0.537)
S (-0.749, -0.255, 0.902)
O (-2.026, 0.444, 0.835)
O (-0.811, -1.749, 0.769)
C (0.023, 0.014, 2.600)
F (1.371, 0.021, 2.382)
F (-0.265, 1.304, 2.937)
S (0.943, -0.888, -1.580)
O (1.747, -1.712, -0.566)
O (-0.115, -1.906, -2.020)
C (-0.039, 1.535, -1.219)
F (1.017, 2.282, -0.894)
F (-1.087, 2.258, -0.792)
F (-0.311, 1.358, -2.510)

Properties
HOMO level = -8.7199 eV
energy above the lowest of the compared OMol25 structures with the same formula, charge and spin = 0.0 kcal/mol
2S+1 = 1
largest force on an atom = 8.6 eV/Å
orbital gap = 8.2 eV

=====

The following is a quantum chemistry calculation of 2 unconnected molecules or ions with the total composition C2F6, from the Open Molecules 2025 dataset.

Geometry (Å):
C (-1.841, -0.040, 0.093)
C (1.902, 0.066, 0.108)
F (-2.201, -1.289, 0.325)
F (-2.115, 0.338, -1.140)
F (-2.324, 0.801, 0.990)
F (1.820, -1.119, -0.470)
F (1.777, 1.054, -0.761)
F (2.982, 0.190, 0.855)

Properties
HOMO level (spin up / spin down) = -10.0518 / -10.0630 eV
energy above the lowest of the compared OMol25 structures with the same formula, charge and spin = 95.1 kcal/mol
2S+1 = 1
largest force on an atom = 0.6 eV/Å
orbital gap (spin up / spin down) = 9.4 / 9.4 eV

=====

The following is a quantum chemistry calculation of a molecular structure, C2F6MnNO4S2Te4 at a distorted geometry, from the Open Molecules 2025 dataset.

Geometry (Å):
Mn (-0.081, -0.458, -0.405)
F (-1.076, 0.865, 3.582)
C (-0.736, -0.016, 2.646)
F (-1.349, -1.173, 2.937)
F (0.586, -0.228, 2.765)
S (-1.335, 0.687, 0.999)
O (-1.976, -0.435, 0.369)
O (-2.174, 1.766, 1.343)
N (0.022, 1.125, 0.369)
S (-0.372, 1.578, -1.072)
O (-0.885, 2.887, -1.183)
O (-0.990, 0.544, -1.835)
C (1.339, 1.689, -1.818)
F (2.108, 2.505, -1.094)
F (1.249, 2.171, -3.056)
F (1.982, 0.493, -1.887)
Te (0.341, -2.237, -1.873)
Te (1.525, -4.502, -2.757)
Te (1.443, -4.857, 1.196)
Te (0.379, -2.403, 0.774)

Properties
HOMO level (spin up / spin down) = -4.0959 / -3.9508 eV
net charge = -1
⟨S²⟩ = 1.064
2S+1 = 2
largest force on an atom = 6.8 eV/Å
orbital gap (spin up / spin down) = 6.0 / 4.7 eV